Version one
Computed, not measured: the molecule C17H24N2O2, with ωB97M-V with the def2-TZVPD basis set.

The geometry in XYZ format:
```
45
C17H24N2O2 ωB97M-V with the def2-TZVPD basis set
H 0.71 0.44 -2.65
H -1.40 3.01 -0.95
C -3.66 -1.07 0.16
H -3.59 -3.18 0.40
H 0.13 0.49 0.45
C 3.02 0.20 1.97
H 2.68 -1.90 1.62
N 0.52 1.40 0.27
H 2.04 0.36 2.39
H 1.91 -0.82 -2.94
H -4.80 -2.64 -0.75
C -1.57 2.70 0.08
H -0.62 -1.03 -1.29
H -3.81 -0.74 2.27
C -3.21 -0.53 -1.04
C 1.28 -0.36 -2.18
H -3.37 -1.08 -1.96
C 1.60 1.51 -0.51
H -5.08 -2.45 0.99
H 3.32 1.09 1.42
O 0.81 -2.71 0.50
C -4.33 -2.41 0.20
C 3.03 -1.02 1.06
C -0.21 2.53 0.78
N 2.08 -0.89 -0.03
H 3.18 0.34 -1.34
H -2.13 3.48 0.59
O 2.12 2.56 -0.83
H -0.36 2.40 1.86
C -2.81 0.88 1.30
C -2.34 1.41 0.10
H 0.41 3.42 0.61
H 3.73 0.05 2.78
C 0.38 -1.41 -1.53
C 4.44 -1.30 0.53
C -3.46 -0.34 1.33
C -2.55 0.68 -1.06
H 0.24 -2.30 -2.14
H 5.09 -1.58 1.35
C 2.15 0.16 -1.02
H -2.20 1.08 -2.01
H 4.85 -0.42 0.04
C 1.09 -1.79 -0.24
H -2.67 1.43 2.22
H 4.41 -2.12 -0.19
```

Properties
frontier orbital gap = 9.9 eV
total charge = 0
LUMO level = 0.81 eV
SMILES = Cc1ccc(CCNC(=O)[C@@H]2CCC(=O)N2C(C)C)cc1

Results of the Löwdin charge analysis, in e, for atoms 1 through 6:
1. H 0.1184
2. H 0.1169
3. C -0.2793
4. H 0.0867
5. H 0.1367
6. C -0.0365

Version two
Computed, not measured: the molecule C17H24N2O2, with ωB97M-V with the def2-TZVPD basis set.

The geometry in XYZ format:
```
45
C17H24N2O2 ωB97M-V with the def2-TZVPD basis set
H 2.97 3.24 -2.48
H -3.08 -1.00 -0.37
C -1.68 -2.85 -1.47
C -0.64 -2.09 -0.71
H 1.40 1.75 -0.93
H 0.86 -3.54 -0.90
H -4.23 0.49 -1.81
H 1.88 -3.40 1.75
H -5.99 0.41 -1.66
C 0.58 -2.57 -0.51
H -1.23 -3.73 -1.93
H -5.83 1.16 0.71
H -4.95 -0.36 0.46
N 1.39 -0.41 0.20
C -4.97 0.71 0.21
C 3.19 2.74 -0.39
C 0.07 0.02 0.35
C 1.67 -1.85 0.25
O 3.46 0.28 0.94
C -5.09 0.91 -1.30
N 2.24 1.65 -0.38
H 3.14 -3.24 -0.48
H 0.53 1.82 1.42
H -1.80 2.56 1.60
C 2.44 0.50 0.31
H 0.75 -2.11 2.19
H -5.15 1.97 -1.53
C -0.98 -0.79 -0.13
C -1.56 1.63 1.10
H 3.99 2.45 0.30
O -3.86 1.37 0.77
H 2.71 3.65 -0.02
H -2.48 -3.18 -0.81
H 3.00 -1.76 -1.45
C 1.70 -2.33 1.71
C 3.76 2.98 -1.78
H 2.49 -1.81 2.24
H 3.83 -1.72 0.11
C -0.25 1.21 0.99
C -2.60 0.86 0.59
H 4.26 2.08 -2.14
H -2.12 -2.23 -2.25
H 4.48 3.79 -1.75
C -2.30 -0.36 -0.01
C 3.00 -2.16 -0.44
```

Properties
frontier orbital gap = 8.2 eV
total charge = 0
LUMO level = 0.78 eV
SMILES = CCNC(=O)N1c2ccc(OCC)cc2C(C)=CC1(C)C

Results of the Löwdin charge analysis, in e, for atoms 1 through 6:
1. H 0.0680
2. H 0.0983
3. C -0.0465
4. C -0.2184
5. H 0.1443
6. H 0.1201

The structure with the most favorable energy is version one; the runner-up is 1.215 eV above it.

Version one
Computed, not measured: a structure of composition C6H9P, with ωB97M-V with the def2-TZVPD basis set.

The geometry in XYZ format:
```
16
C6H9P ωB97M-V with the def2-TZVPD basis set
C 1.44 1.30 0.44
C 0.15 0.77 0.28
H -2.21 -1.67 -0.18
H 2.27 -2.25 -0.33
H 0.31 -0.53 -1.52
H -0.02 2.95 0.19
H 2.12 -1.08 1.30
P 2.33 -0.86 -0.06
H 0.47 2.21 -1.40
C 0.39 2.09 -0.32
C 0.55 -0.53 -0.46
C -1.99 -0.63 0.05
C -0.57 -0.49 0.54
H -2.15 -0.03 -0.85
H -0.38 -0.96 1.50
H -2.69 -0.29 0.82
```

Properties
frontier orbital gap = 8.5 eV
total charge = 0
LUMO level = 0.27 eV

Results of the Löwdin charge analysis, in e, for atoms 1 through 6:
1. C 0.0132
2. C -0.4519
3. H 0.0805
4. H -0.1287
5. H 0.1193
6. H 0.0913

Version two
Computed, not measured: the molecule C6H9P, with ωB97M-V with the def2-TZVPD basis set.

The geometry in XYZ format:
```
16
C6H9P ωB97M-V with the def2-TZVPD basis set
C 0.65 -0.62 0.10
H 3.06 -1.57 1.25
H 3.95 -0.01 0.75
H -3.44 0.68 -0.07
H -2.68 1.39 1.33
H 0.76 -1.78 0.27
C 1.93 0.00 0.08
H -0.66 1.95 0.31
C -0.69 -0.14 -0.08
P 2.48 1.51 -0.52
H -2.81 2.49 -0.18
C -1.20 1.04 0.08
H 3.42 -1.11 -0.48
C -2.66 1.42 0.25
C 3.07 -0.78 0.50
H -1.44 -0.94 -0.16
```

Properties
frontier orbital gap (alpha / beta) = 6.7 / 6.6 eV
total charge = 0
LUMO level (alpha / beta) = -0.60 / -1.18 eV

Results of the Löwdin charge analysis, in e, for atoms 1 through 6:
1. C -0.1175
2. H 0.0742
3. H 0.0759
4. H 0.0798
5. H 0.0650
6. H 0.1373

The structure with the most favorable energy is version two; the runner-up is 1.619 eV above it.

Version one
Computed, not measured: the molecule C3H2F2, with ωB97M-V with the def2-TZVPD basis set.

The geometry in XYZ format:
```
7
C3H2F2 ωB97M-V with the def2-TZVPD basis set
F -0.81 -0.26 -1.91
C -0.02 -0.71 0.39
H -0.60 -0.90 1.15
H 0.39 1.11 -1.21
F 1.94 -1.88 -0.66
C 1.00 -1.00 -0.46
C 0.05 0.03 -0.93
```

Properties
frontier orbital gap = 11.3 eV
total charge = 0
LUMO level = 0.96 eV
SMILES = FC1=C[C@@H]1F

Results of the Löwdin charge analysis, in e, for atoms 1 through 6:
1. F 0.0101
2. C 0.1530
3. H 0.0408
4. H 0.1612
5. F 0.1230
6. C -0.1912

Version two
Computed, not measured: the molecule C3H2F2, with ωB97M-V with the def2-TZVPD basis set.

The geometry in XYZ format:
```
7
C3H2F2 ωB97M-V with the def2-TZVPD basis set
H -2.79 -0.11 -0.47
C -1.72 -0.34 -0.31
H 1.54 0.01 1.31
F 1.87 -0.75 -0.47
C 0.92 0.00 0.24
C -0.54 -0.20 0.04
F 0.72 1.39 -0.34
```

Properties
frontier orbital gap = 11.5 eV
total charge = 0
LUMO level = 0.81 eV
SMILES = C#CC(F)F

Results of the Löwdin charge analysis, in e, for atoms 1 through 6:
1. H 0.0619
2. C 0.1202
3. H 0.2021
4. F 0.0007
5. C -0.2244
6. C -0.0716

The structure with the most favorable energy is version one; the runner-up is 0.282 eV above it.

Version one
Computed, not measured: the ion C2H6NO2 with charge +1, with ωB97M-V with the def2-TZVPD basis set.

The geometry in XYZ format:
```
11
C2H6NO2 ωB97M-V with the def2-TZVPD basis set
C -0.12 -0.03 -0.08
N 0.40 -0.56 1.23
H 1.52 0.56 -1.35
C 0.44 0.48 -1.34
H 1.04 -1.36 1.16
O -0.11 -0.79 -1.21
H 1.10 0.16 1.57
H -0.37 1.14 -1.73
H -0.47 -0.67 1.88
O -1.48 0.61 0.35
H -1.96 0.45 -0.48
```

Properties
frontier orbital gap = 11.7 eV
total charge = +1
LUMO level = -4.23 eV
SMILES = [NH3+][C@@]1(O)CO1

Results of the Löwdin charge analysis, in e, for atoms 1 through 6:
1. C -0.4198
2. N 0.2878
3. H 0.1430
4. C 0.0031
5. H 0.1915
6. O 0.0788

Version two
Computed, not measured: the ion C2H6NO2 with charge +1, with ωB97M-V with the def2-TZVPD basis set.

The geometry in XYZ format:
```
11
C2H6NO2 ωB97M-V with the def2-TZVPD basis set
C -0.14 -0.10 0.73
H 1.18 -0.09 -1.31
O -0.74 -0.57 1.63
H -1.42 0.92 -0.66
N 0.29 0.15 -1.75
H 1.53 0.30 1.58
H 0.09 -0.42 -2.56
O 1.12 0.38 0.73
C -0.75 0.06 -0.66
H -1.45 -0.76 -0.80
H 0.29 1.11 -2.06
```

Properties
frontier orbital gap = 11.6 eV
total charge = +1
LUMO level = -4.11 eV
SMILES = [NH3+]CC(=O)O

Results of the Löwdin charge analysis, in e, for atoms 1 through 6:
1. C -0.5081
2. H 0.1635
3. O 0.1963
4. H 0.1543
5. N 0.2298
6. H 0.1404

The structure with the most favorable energy is version two; the runner-up is 2.926 eV above it.

Version one
Computed, not measured: a structure of composition C4H7AuO2, with ωB97M-V with the def2-TZVPD basis set.

The geometry in XYZ format:
```
14
C4H7AuO2 ωB97M-V with the def2-TZVPD basis set
H -1.44 -0.55 0.73
H 0.77 -1.04 1.44
H -1.07 -1.31 -0.94
H 0.11 1.31 0.04
H -1.12 1.90 -0.63
C 0.59 -1.06 0.35
H -1.61 -0.01 -3.44
Au 2.82 0.21 -0.66
C -0.43 1.08 -0.89
O 1.62 -0.91 -0.37
H 0.40 1.56 -2.87
O -0.77 -0.16 -2.99
C -0.38 1.01 -2.32
C -0.72 -0.74 -0.08
```

Properties
frontier orbital gap (alpha / beta) = 6.0 / 6.9 eV
total charge = +1
LUMO level (alpha / beta) = -6.04 / -8.03 eV
⟨S²⟩ = 3.759
spin multiplicity = 4

Results of the Löwdin charge analysis, in e, for atoms 1 through 6:
1. H 0.1156
2. H 0.1656
3. H 0.1130
4. H 0.0774
5. H 0.1170
6. C -0.1938

Version two
Computed, not measured: a structure of composition C4H7AuO2, with ωB97M-V with the def2-TZVPD basis set.

The geometry in XYZ format:
```
14
C4H7AuO2 ωB97M-V with the def2-TZVPD basis set
H -0.66 1.55 -0.70
O -2.39 0.99 0.33
H 1.40 -2.26 0.56
H 0.13 1.64 1.10
H -2.62 1.91 0.20
C 0.61 -0.85 -0.96
Au 1.86 1.44 1.47
C 1.31 -1.19 0.31
H 1.05 0.01 -1.47
C -1.11 0.76 -0.09
O 1.94 -0.37 1.02
H -1.34 -1.35 0.05
H 0.51 -1.75 -1.59
C -0.67 -0.53 -0.23
```

Properties
frontier orbital gap (alpha / beta) = 5.8 / 7.4 eV
total charge = +1
LUMO level (alpha / beta) = -4.65 / -7.62 eV
⟨S²⟩ = 3.765
spin multiplicity = 4

Results of the Löwdin charge analysis, in e, for atoms 1 through 6:
1. H 0.1298
2. O 0.1226
3. H 0.1607
4. H 0.0185
5. H 0.1399
6. C -0.0981

The structure with the most favorable energy is version two; the runner-up is 3.490 eV above it.